ORCA calculation (the ωB97M-V functional and the def2-TZVPD basis) on a 7-piece molecular cluster, C33H85N5O12 overall at a distorted geometry.

## Properties
- frontier orbital gap (alpha / beta) (eV) = 7.46 / 1.99
- E (a.u.) = -2484.34326
- total charge = +1
- spin multiplicity = 2

Atoms and positions in Å:
C -3.2230 -2.0139 2.8752
O -3.2952 -1.7044 4.2962
C -2.9116 -0.3855 4.6225
C -3.2808 -0.0687 6.0785
N -4.7159 0.1507 6.3505
C -5.4782 -1.1227 6.2725
C -6.9307 -1.0859 6.8325
O -7.5810 -2.3462 6.6908
C -8.9796 -2.2523 7.0119
H -3.0303 -3.0742 2.7116
H -2.3701 -1.5148 2.4153
H -4.1520 -1.7893 2.3512
H -3.2236 0.3695 3.9008
H -1.8220 -0.3587 4.6294
H -2.6962 0.7958 6.3932
H -2.9022 -0.8258 6.7652
H -4.7982 0.5183 7.2876
H -4.9310 -1.9235 6.7699
H -5.6035 -1.4282 5.2337
H -7.4275 -0.3173 6.2405
H -6.9026 -0.7153 7.8572
H -9.3223 -3.2846 6.9417
H -9.5420 -1.6862 6.2694
H -8.9944 -1.7795 7.9939
C 3.3027 -4.1456 -2.4280
O 3.2690 -3.6378 -1.1245
C 2.6456 -2.3489 -0.9575
C 2.8391 -1.8230 0.5152
N 1.8836 -2.3254 1.5184
C 2.1453 -1.8463 2.8426
C 0.8642 -1.7819 3.7305
O 1.1895 -1.9104 5.1021
C 0.1279 -1.9724 6.0210
H 3.8121 -5.0993 -2.2900
H 3.8472 -3.4906 -3.1082
H 2.3216 -4.3678 -2.8477
H 1.5802 -2.4652 -1.1559
H 3.0480 -1.6107 -1.6512
H 2.6489 -0.7497 0.5181
H 3.8290 -2.0092 0.9320
H 1.8136 -3.3329 1.5274
H 2.5174 -0.8218 2.8360
H 2.9194 -2.4983 3.2471
H 0.1427 -2.5558 3.4688
H 0.4377 -0.7860 3.6107
H 0.4975 -2.1984 7.0211
H -0.5383 -2.8113 5.8197
H -0.4561 -1.0533 6.0691
C 3.2200 2.8749 0.8330
O 3.5763 4.0548 0.1202
C 2.8152 4.2872 -1.0675
C 2.7718 5.8002 -1.2750
N 1.8620 6.0704 -2.3866
C 1.8427 7.5081 -2.6340
C 1.2295 7.8152 -3.9731
O 2.1300 7.4119 -5.0476
C 1.7340 7.7714 -6.3695
H 2.2642 3.1224 1.2949
H 3.9541 2.5921 1.5874
H 3.1121 1.9983 0.1942
H 1.8208 3.8911 -0.8616
H 3.2287 3.7817 -1.9402
H 3.7727 6.1870 -1.4666
H 2.3746 6.2337 -0.3572
H 2.1506 5.5700 -3.2151
H 2.8628 7.8920 -2.6319
H 1.3411 8.0823 -1.8550
H 1.0072 8.8809 -4.0265
H 0.3181 7.2434 -4.1482
H 1.9488 8.8357 -6.4654
H 0.6878 7.5592 -6.5900
H 2.3728 7.1116 -6.9566
C -4.9600 -2.3279 -0.8922
O -3.8254 -3.0111 -0.3113
C -2.6534 -2.2581 -0.5677
C -1.3817 -3.0511 -0.2375
N -1.3510 -4.1983 -1.1505
C -0.2298 -5.0078 -0.7217
C -0.2023 -6.2804 -1.5289
O -1.3708 -6.9932 -1.1313
C -1.6058 -8.1022 -2.0027
H -5.2464 -1.4562 -0.3036
H -5.7921 -3.0319 -0.9021
H -4.8705 -2.0395 -1.9395
H -2.5999 -1.3438 0.0233
H -2.6029 -1.9294 -1.6057
H -1.4447 -3.5263 0.7415
H -0.4749 -2.4490 -0.2950
H -2.1766 -4.7111 -0.8756
H -0.3091 -5.2326 0.3419
H 0.7215 -4.5485 -0.9902
H 0.6194 -6.9302 -1.2275
H -0.0837 -6.0478 -2.5872
H -1.8139 -7.7460 -3.0116
H -2.4227 -8.7748 -1.7412
H -0.7363 -8.7594 -1.9961
C 7.3010 2.4216 -5.4709
O 6.1569 1.6570 -5.2877
C 5.6070 1.0837 -6.4741
C 4.8098 -0.1200 -6.0952
N 3.5311 0.2356 -5.4442
C 2.7978 -0.8936 -4.8419
C 1.5805 -0.3537 -4.0066
O 1.9265 0.6012 -3.0257
C 0.7344 1.1801 -2.4230
H 7.1302 3.2088 -6.2052
H 8.1625 1.8479 -5.8125
H 7.6299 2.8568 -4.5272
H 6.3712 0.7443 -7.1732
H 5.0333 1.8117 -7.0477
H 5.3961 -0.7725 -5.4482
H 4.6711 -0.8256 -6.9143
H 3.6506 0.9277 -4.7184
H 3.4165 -1.5273 -4.2064
H 2.4137 -1.5383 -5.6324
H 0.9925 -1.1139 -3.4924
H 0.9476 0.1343 -4.7478
H 0.2342 1.7933 -3.1725
H 0.9950 1.9031 -1.6500
H 0.0688 0.4423 -1.9749
C -0.0821 0.9275 1.5783
O -0.1369 -0.3079 0.8227
H 0.9008 1.2636 1.9084
H -0.4791 1.7673 1.0080
H -0.6664 0.8878 2.4976
H 0.4658 -0.9780 1.1534
C -2.9270 2.8884 2.0639
C -1.9845 4.1063 2.0687
O -2.5659 5.0240 1.1614
H -2.6383 2.0967 2.7553
H -3.0001 2.4335 1.0761
H -3.9469 3.1351 2.3587
H -0.9652 3.8053 1.8266
H -1.8320 4.5531 3.0512
H -1.8596 5.3590 0.6041